Entry 1:
Entry from the OMol25 dataset: a 12-piece molecular cluster, C36H76F21N5O25S7 overall (ωB97M-V/def2-TZVPD).

ORCA input file:
```
! wB97M-V def2-TZVPD RIJCOSX def2/J DEFGRID3
* xyz -2 1
C -13.321 16.359 -21.476
C -11.914 15.852 -20.950
C -11.273 16.876 -19.852
O -10.048 16.240 -19.409
C -9.588 16.791 -18.139
N -12.039 14.420 -20.504
H -11.235 14.166 -19.948
H -12.850 14.356 -19.907
H -12.093 13.879 -21.356
H -14.067 16.478 -20.690
H -13.789 15.548 -22.034
H -13.275 17.246 -22.108
H -11.229 15.788 -21.796
H -12.048 17.129 -19.129
H -11.022 17.870 -20.223
H -8.500 16.850 -18.159
H -9.838 16.222 -17.243
H -9.897 17.807 -17.893
C -13.673 30.006 -20.568
C -13.145 28.606 -20.628
C -11.558 28.574 -20.331
O -11.263 28.723 -18.948
C -9.903 28.484 -18.596
N -13.808 27.639 -19.637
H -13.792 27.976 -18.685
H -14.768 27.366 -19.793
H -13.268 26.785 -19.647
H -14.704 30.023 -20.921
H -13.186 30.760 -21.186
H -13.852 30.363 -19.554
H -13.227 28.122 -21.601
H -11.104 29.446 -20.804
H -11.033 27.737 -20.790
H -10.029 28.053 -17.602
H -9.269 29.369 -18.647
H -9.526 27.690 -19.241
C -17.599 20.705 -20.644
N -18.192 21.701 -19.646
C -18.790 20.748 -18.573
C -17.080 22.508 -18.869
C -19.140 22.553 -20.518
C -20.030 23.601 -19.846
O -20.821 23.128 -18.821
H -17.111 21.410 -21.316
H -18.254 20.005 -21.163
H -16.805 20.148 -20.146
H -18.971 21.428 -17.741
H -18.100 19.959 -18.272
H -19.729 20.238 -18.792
H -17.393 23.194 -18.082
H -16.509 23.050 -19.623
H -16.409 21.741 -18.484
H -19.614 21.832 -21.184
H -18.581 23.060 -21.305
H -20.812 23.866 -20.558
H -19.509 24.517 -19.566
H -21.561 22.633 -19.178
C -24.014 24.943 -24.798
N -23.631 23.843 -25.817
C -22.728 22.852 -25.133
C -24.925 23.244 -26.402
C -22.733 24.458 -26.975
C -23.400 25.430 -27.963
O -24.232 24.610 -28.899
H -24.696 25.550 -25.393
H -23.146 25.540 -24.516
H -24.597 24.496 -23.993
H -23.462 22.459 -24.429
H -21.884 23.394 -24.707
H -22.424 22.110 -25.871
H -24.673 22.638 -27.272
H -25.634 24.000 -26.737
H -25.415 22.553 -25.716
H -22.381 23.601 -27.549
H -21.797 24.827 -26.556
H -22.653 25.926 -28.583
H -23.936 26.335 -27.679
H -24.442 25.024 -29.739
C -31.701 24.774 -13.089
C -31.671 25.366 -14.490
C -30.772 24.658 -15.478
C -30.467 25.473 -16.822
N -29.642 24.617 -17.828
C -29.425 25.583 -19.034
C -29.363 24.737 -20.336
C -30.172 23.521 -19.932
C -30.471 23.558 -18.458
C -28.196 24.125 -17.366
C -27.207 25.255 -16.753
C -25.930 24.599 -16.285
H -30.819 25.050 -12.512
H -31.921 23.706 -13.093
H -32.527 25.250 -12.563
H -31.349 26.400 -14.361
H -32.670 25.449 -14.918
H -31.362 23.780 -15.740
H -29.800 24.405 -15.055
H -29.894 26.355 -16.537
H -31.424 25.813 -17.218
H -28.540 26.219 -19.016
H -30.231 26.313 -19.114
H -28.344 24.534 -20.665
H -29.948 25.274 -21.082
H -29.736 22.601 -20.320
H -31.027 23.694 -20.587
H -30.382 22.559 -18.032
H -31.513 23.873 -18.394
H -27.731 23.668 -18.240
H -28.332 23.435 -16.534
H -27.604 25.710 -15.846
H -26.935 26.103 -17.382
H -25.609 23.685 -16.785
H -26.000 24.321 -15.233
H -25.043 25.233 -16.282
C -9.897 22.456 -20.936
F -9.624 21.304 -21.582
F -9.705 22.341 -19.600
F -9.131 23.486 -21.322
S -11.755 23.019 -21.182
O -11.667 23.748 -22.492
O -12.673 21.928 -21.240
O -12.071 23.950 -20.062
C -18.351 19.290 -25.871
F -17.836 20.256 -25.214
F -17.653 18.220 -25.735
F -19.561 19.006 -25.395
S -18.492 19.813 -27.795
O -19.166 18.779 -28.565
O -19.278 21.070 -27.769
O -17.140 19.934 -28.307
C -19.437 28.885 -22.285
F -18.786 29.426 -21.301
F -20.647 28.393 -21.977
F -19.684 29.782 -23.160
S -18.302 27.547 -23.165
O -17.278 28.259 -23.933
O -17.728 26.720 -22.107
O -19.279 26.779 -23.951
C -17.658 18.630 -12.990
F -16.953 19.080 -14.073
F -18.808 19.246 -13.034
F -17.786 17.318 -13.044
S -16.579 19.291 -11.448
O -17.230 18.770 -10.238
O -15.226 18.836 -11.568
O -16.744 20.767 -11.574
C -24.535 18.588 -21.715
F -24.204 19.122 -22.938
F -25.530 17.698 -21.787
F -23.449 17.971 -21.144
S -24.987 19.936 -20.496
O -25.154 19.221 -19.271
O -23.892 20.891 -20.412
O -26.182 20.438 -21.095
C -18.546 26.731 -15.718
F -18.512 27.109 -16.949
F -19.432 27.553 -15.160
F -18.904 25.486 -15.642
S -16.853 27.092 -14.843
O -16.655 28.519 -14.914
O -17.038 26.569 -13.496
O -15.899 26.353 -15.681
C -19.402 14.681 -18.666
F -20.053 13.504 -18.701
F -19.570 15.430 -19.814
F -19.910 15.309 -17.601
S -17.537 14.341 -18.246
O -17.007 13.768 -19.465
O -17.057 15.746 -18.004
O -17.442 13.431 -17.070
*
```

ΔE to the lowest compared entry with this formula, charge and spin in eV: 10.553
HOMO-LUMO gap in eV: 4.36
Strongest force on any atom in eV/Å: 4.89
E_tot in eV: -230105.8496

---

Entry 2:
Entry from the OMol25 dataset: a 6-piece molecular cluster, C36H76N4O12 overall (ωB97M-V/def2-TZVPD).

ORCA input file:
```
! wB97M-V def2-TZVPD RIJCOSX def2/J DEFGRID3
* xyz 0 1
C 13.474 14.657 27.686
C 14.685 13.784 27.657
C 16.011 14.458 28.079
C 14.317 12.666 28.512
C 13.290 11.688 27.877
C 13.762 11.121 26.543
C 13.961 12.249 25.558
C 14.663 11.504 24.394
C 12.609 12.892 25.110
N 14.884 13.232 26.226
O 15.448 14.107 25.410
H 12.493 14.199 27.563
H 13.518 15.091 28.685
H 13.539 15.457 26.948
H 16.429 15.262 27.472
H 15.806 14.832 29.083
H 16.838 13.749 28.037
H 15.159 12.150 28.974
H 13.792 12.927 29.430
H 13.086 10.924 28.628
H 12.363 12.261 27.850
H 12.938 10.439 26.329
H 14.716 10.606 26.660
H 14.251 10.513 24.206
H 15.668 11.272 24.747
H 14.894 12.080 23.498
H 12.435 13.915 25.443
H 11.732 12.277 25.312
H 12.637 13.153 24.052
H 14.788 14.637 24.957
C 17.898 23.328 26.213
C 16.740 24.255 26.066
C 15.527 23.322 25.911
C 16.594 25.109 27.276
C 17.454 26.338 27.483
C 17.308 27.218 26.280
C 17.478 26.376 24.931
C 16.816 27.301 23.753
C 18.947 26.340 24.709
N 16.837 25.109 24.908
O 16.919 24.447 23.620
H 18.822 23.888 26.356
H 17.713 22.541 26.944
H 18.103 22.833 25.264
H 15.383 22.775 26.843
H 14.563 23.759 25.652
H 15.817 22.560 25.187
H 15.574 25.493 27.309
H 16.662 24.530 28.197
H 17.153 26.973 28.317
H 18.481 26.015 27.656
H 17.951 28.099 26.285
H 16.305 27.608 26.453
H 17.012 26.931 22.746
H 17.464 28.176 23.706
H 15.750 27.487 23.885
H 19.395 27.326 24.587
H 19.295 25.565 24.026
H 19.416 25.899 25.589
H 16.021 24.192 23.397
C 20.581 20.301 34.436
O 20.427 21.720 34.173
C 20.496 22.281 32.879
C 21.954 22.266 32.389
N 22.816 23.052 33.326
C 24.235 22.881 33.012
C 24.830 23.379 31.649
O 24.557 22.564 30.581
C 24.441 23.387 29.363
H 19.659 19.784 34.169
H 20.685 20.088 35.500
H 21.474 19.962 33.910
H 20.142 23.276 33.147
H 19.792 21.912 32.133
H 21.959 22.821 31.451
H 22.281 21.227 32.358
H 22.607 22.863 34.295
H 24.473 21.846 33.256
H 24.570 23.519 33.830
H 25.899 23.593 31.629
H 24.260 24.303 31.550
H 25.269 24.088 29.266
H 23.492 23.919 29.292
H 24.424 22.694 28.521
C 21.562 34.511 16.422
O 20.997 34.536 17.705
C 20.518 33.203 18.178
C 21.654 32.334 18.782
N 22.325 31.743 17.646
C 23.586 31.066 18.161
C 24.769 31.199 17.203
O 25.209 32.531 16.868
C 25.060 33.540 17.848
H 20.932 34.061 15.655
H 22.550 34.052 16.430
H 21.715 35.557 16.155
H 19.944 32.680 17.412
H 19.840 33.415 19.005
H 21.312 31.468 19.350
H 22.278 32.967 19.412
H 22.651 32.462 17.016
H 23.307 30.013 18.204
H 23.941 31.463 19.112
H 24.294 30.952 16.254
H 25.598 30.512 17.376
H 24.130 33.790 18.359
H 25.404 34.440 17.340
H 25.718 33.423 18.709
O 7.405 29.429 21.668
C 8.230 29.134 22.606
O 9.602 28.858 22.428
C 10.255 29.036 23.571
C 9.121 29.008 24.604
O 7.925 29.267 23.904
H 10.830 28.111 23.531
H 10.949 29.875 23.509
H 9.158 29.829 25.320
H 9.153 28.058 25.138
O 11.564 19.820 22.154
C 10.396 20.133 22.297
O 9.747 20.269 23.425
C 8.399 20.755 23.147
C 8.307 20.547 21.623
O 9.591 20.379 21.216
H 7.600 20.114 23.518
H 8.308 21.707 23.669
H 8.057 21.497 21.151
H 7.817 19.734 21.087
*
```

ΔE to the lowest compared entry with this formula, charge and spin in eV: 12.458
HOMO-LUMO gap in eV: 7.96
SMILES: CC1(C)CCCC(C)(C)N1O.CC1(C)CCCC(C)(C)N1O.COCCNCCOC.COCCNCCOC.O=C1OCCO1.O=C1OCCO1
Strongest force on any atom in eV/Å: 6.70
E_tot in eV: -69083.3414

---

Entry 3:
Entry from the OMol25 dataset: a 8-piece molecular cluster, C36H78F4N8O14S4 overall (ωB97M-V/def2-TZVPD).

ORCA input file:
```
! wB97M-V def2-TZVPD RIJCOSX def2/J DEFGRID3
* xyz 4 1
C -3.571 0.686 -2.906
C -2.763 1.675 -3.769
O -1.933 1.345 -4.640
N -3.259 3.145 -3.685
H -3.290 3.576 -4.598
H -4.158 3.078 -3.229
C -2.408 4.002 -2.844
H -4.592 0.772 -3.276
H -3.445 0.851 -1.836
H -3.355 -0.353 -3.154
H -2.436 3.490 -1.882
H -2.893 4.968 -2.704
H -1.394 4.027 -3.243
C 4.190 -0.164 1.429
C 3.542 0.401 2.723
O 4.299 0.958 3.519
N 2.113 -0.068 2.991
H 1.570 -0.240 2.156
H 2.093 -0.893 3.574
C 1.368 1.103 3.699
H 5.061 0.449 1.198
H 3.570 -0.006 0.547
H 4.354 -1.232 1.569
H 1.436 2.031 3.132
H 1.733 1.232 4.718
H 0.358 0.699 3.621
C -1.896 3.382 2.674
C -1.765 4.407 3.778
O -0.924 5.307 3.631
N -2.644 4.282 4.980
H -3.439 3.702 4.754
H -2.106 3.688 5.595
C -2.964 5.668 5.479
H -2.165 2.381 3.011
H -1.006 3.242 2.060
H -2.552 3.708 1.867
H -3.100 5.435 6.535
H -3.955 5.813 5.050
H -2.231 6.467 5.362
C -1.857 -2.224 5.099
C -3.001 -1.325 5.683
C -4.389 -1.844 5.176
C -5.593 -1.443 6.027
C -5.432 -1.767 7.439
C -4.176 -1.161 8.084
N -2.920 -1.439 7.196
O -1.675 -1.628 7.754
C -4.028 -1.894 9.424
C -4.343 0.362 8.248
C -2.743 0.160 5.211
H -0.845 -1.982 5.425
H -1.830 -2.287 4.012
H -1.894 -3.253 5.458
H -4.455 -2.931 5.200
H -4.412 -1.589 4.116
H -6.410 -1.985 5.549
H -5.800 -0.375 5.970
H -5.273 -2.844 7.492
H -6.288 -1.348 7.969
H -3.996 -2.983 9.399
H -4.887 -1.652 10.050
H -3.279 -1.349 9.998
H -3.563 0.853 8.830
H -5.312 0.616 8.678
H -4.434 0.828 7.266
H -3.656 0.691 4.943
H -2.192 0.078 4.274
H -2.113 0.715 5.906
C 4.796 0.911 -5.714
C 4.038 2.242 -5.358
C 4.660 3.368 -6.323
C 3.904 4.606 -6.303
C 2.433 4.467 -6.714
C 1.653 3.245 -6.036
N 2.597 2.024 -5.804
O 1.915 0.901 -5.353
C 0.513 2.867 -7.099
C 0.804 3.718 -4.795
C 4.058 2.647 -3.849
H 5.767 0.880 -5.219
H 4.962 0.691 -6.768
H 4.201 0.072 -5.354
H 4.627 3.005 -7.350
H 5.679 3.598 -6.012
H 4.436 5.259 -6.995
H 3.993 5.098 -5.335
H 2.410 4.436 -7.803
H 1.954 5.441 -6.620
H -0.302 3.590 -7.084
H 0.011 1.940 -6.821
H 0.806 2.951 -8.145
H 0.239 2.845 -4.471
H 0.065 4.496 -4.985
H 1.313 4.002 -3.874
H 5.022 2.412 -3.399
H 3.358 2.017 -3.299
H 3.616 3.631 -3.692
C 5.407 -2.807 -2.377
C 3.898 -3.102 -2.294
C 3.194 -1.744 -2.311
C 1.772 -1.691 -2.842
C 1.752 -2.320 -4.328
C 2.193 -3.843 -4.332
N 3.567 -3.984 -3.551
O 4.115 -5.304 -3.452
C 2.494 -4.356 -5.771
C 1.015 -4.710 -3.779
C 3.357 -3.790 -1.010
H 5.825 -2.381 -1.464
H 5.693 -2.291 -3.293
H 5.970 -3.740 -2.378
H 3.782 -1.084 -2.949
H 3.247 -1.219 -1.357
H 1.454 -0.652 -2.924
H 1.041 -2.234 -2.244
H 2.463 -1.805 -4.974
H 0.745 -2.066 -4.658
H 3.165 -3.657 -6.271
H 1.632 -4.380 -6.437
H 2.957 -5.342 -5.810
H 0.747 -4.510 -2.741
H 1.133 -5.787 -3.893
H 0.120 -4.499 -4.363
H 3.560 -4.858 -0.940
H 2.269 -3.720 -1.000
H 3.600 -3.331 -0.051
N 0.893 -0.033 0.687
S -0.419 -0.740 0.498
O -0.824 -1.208 -0.820
O -1.497 -0.347 1.395
F 0.100 -2.121 1.240
S 0.499 1.258 -0.309
O -0.774 1.863 -0.427
O 1.267 1.226 -1.545
F 1.213 2.409 0.583
N -1.474 -6.505 1.731
S -1.500 -5.041 1.914
O -1.941 -4.484 3.156
O -1.766 -4.294 0.669
F 0.082 -4.779 1.996
S -3.170 -6.605 1.466
O -3.573 -6.565 0.057
O -4.061 -6.015 2.455
F -3.397 -8.184 1.857
*
```

ΔE to the lowest compared entry with this formula, charge and spin in eV: 2.430
HOMO-LUMO gap in eV: 2.22
Strongest force on any atom in eV/Å: 11.66
E_tot in eV: -133337.2082